{"formula": "C4H27N2O7", "method": "ωB97M-V/def2-TZVPD", "symbols": ["C", "N", "C", "N", "C", "C", "H", "H", "H", "H", "H", "H", "H", "H", "H", "H", "H", "H", "H", "H", "H", "O", "H", "H", "O", "H", "H", "O", "H", "H", "O", "H", "H", "O", "H", "H", "O", "H", "H", "O"], "xyz": [[2.13693, -0.46761, 2.04995], [1.00307, -0.95035, 2.83067], [1.65073, -0.14124, 0.63395], [0.81771, -1.30736, 0.16233], [2.27163, 0.68541, -1.73401], [2.72252, 0.06656, -0.42878], [2.94229, -1.18922, 1.96578], [2.59464, 0.46442, 2.39313], [1.35818, -1.57052, 3.56587], [0.56035, -0.14224, 3.24501], [1.02191, 0.75354, 0.63792], [0.48493, -1.03952, -0.75973], [1.41481, -2.11692, 0.18787], [-0.10069, -1.39815, 0.60844], [2.90339, 1.52303, -2.02550], [1.25497, 1.04298, -1.75677], [2.36592, -0.01034, -2.56966], [3.13469, -0.93104, -0.59864], [3.52267, 0.64932, 0.02783], [0.71776, 3.59682, -1.17407], [-0.30660, 3.23256, -0.09299], [0.12954, 2.89231, -0.90004], [-2.70394, -0.42354, 2.26042], [-1.71787, -1.43287, 1.68788], [-2.11099, -1.14481, 2.51733], [-1.50875, -1.81140, -1.81761], [-1.16452, -3.26472, -1.27584], [-0.79521, -2.46861, -1.67897], [-2.10587, 0.07564, -0.59364], [-1.62670, 1.00974, 0.45536], [-1.53379, 0.06341, 0.21619], [-2.13338, 2.13454, 2.01774], [-0.86758, 2.67711, 2.65693], [-1.32903, 2.61103, 1.80822], [-3.52120, -1.01082, -2.31734], [-2.13364, -0.63815, -2.91984], [-2.61593, -0.71076, -2.10161], [-0.27315, 0.73013, -3.49743], [-0.45052, 0.96596, -1.97861], [-0.33858, 0.28454, -2.64661]], "charge": 0, "energy_ev": -21895.642, "spin_multiplicity": 2, "e_homo_ev": [-2.4, -10.0], "homo_lumo_gap_ev": [2.83, 10.23], "lumo_energy_ev": [0.41, 0.25]}

=====

{"formula": "C4H27NO12", "method": "ωB97M-V/def2-TZVPD", "symbols": ["C", "C", "O", "C", "N", "C", "O", "O", "H", "H", "H", "H", "H", "H", "H", "H", "H", "O", "H", "H", "O", "H", "H", "O", "H", "H", "O", "H", "H", "O", "H", "H", "O", "H", "H", "O", "H", "H", "O", "H", "H", "O", "H", "H"], "xyz": [[-0.35313, -0.93061, 1.69963], [-0.70200, -0.15894, 0.42420], [-2.05286, -0.50943, 0.08374], [-0.68069, 1.31432, 0.72209], [-1.17921, 2.20680, -0.28499], [-0.61574, 2.03403, -1.56557], [0.55441, 1.93284, -1.81443], [-1.50426, 2.47246, -2.49816], [0.40568, -0.41583, 2.25774], [0.09191, -1.94080, 1.45724], [-1.13043, -1.27546, 2.45627], [-0.05344, -0.34484, -0.43483], [-2.10715, -1.31752, -0.49691], [-1.20198, 1.47900, 1.71734], [0.36443, 1.56155, 0.87164], [-2.18427, 2.16054, -0.33435], [-1.12656, 2.66433, -3.35622], [-2.52917, -3.72271, 0.56068], [-2.56633, -3.85510, -0.37904], [-2.99984, -2.92857, 0.91049], [2.72113, 2.08512, 2.51670], [1.87947, 2.56190, 2.30354], [2.67666, 2.16109, 3.47895], [-3.99608, 1.53718, 0.24942], [-4.45799, 1.43262, -0.60095], [-3.49183, 0.74184, 0.43051], [0.53069, 3.74481, 2.50651], [0.58053, 4.62658, 2.06332], [0.03180, 3.23089, 1.84968], [3.63497, -2.28740, -1.01485], [3.38231, -1.34652, -0.89389], [4.07263, -2.53547, -0.19930], [0.92791, -3.43873, -0.65016], [1.64042, -2.78724, -0.74460], [1.02340, -3.75369, 0.25069], [1.25813, -0.47808, -3.08142], [1.60634, 0.45434, -2.97478], [2.08881, -0.80244, -3.50797], [2.47074, 0.02506, 0.54607], [2.92999, 0.40201, 1.30371], [1.88987, 0.71735, 0.24953], [-0.97279, -2.27122, -2.00722], [-0.53294, -1.83075, -2.73558], [-0.32355, -2.61531, -1.33446]], "charge": 0, "energy_ev": -30647.334, "smiles": "C[C@@H](O)CNC(=O)O.O.O.O.O.O.O.O.O.O", "e_homo_ev": -10.3, "homo_lumo_gap_ev": 10.58, "lumo_energy_ev": 0.26}

=====

{"formula": "C4H29N2O10", "method": "ωB97M-V/def2-TZVPD", "symbols": ["C", "C", "C", "C", "N", "O", "N", "H", "H", "H", "H", "H", "H", "H", "H", "H", "H", "H", "H", "H", "O", "H", "H", "O", "H", "H", "O", "H", "H", "O", "H", "H", "O", "H", "H", "O", "H", "H", "O", "H", "H", "O", "H", "H", "O"], "xyz": [[-1.74039, 2.67112, 1.37827], [-1.11156, 1.51912, 0.62815], [0.30986, 1.90206, 0.20120], [1.15255, 0.79287, -0.35444], [2.40029, 0.59664, 0.17914], [0.79823, 0.05947, -1.29873], [-2.01689, 1.16256, -0.52065], [-2.74109, 2.43472, 1.71672], [-1.79611, 3.58757, 0.78170], [-1.17363, 2.89564, 2.28886], [-1.11900, 0.66658, 1.26302], [0.29149, 2.66432, -0.56041], [0.82467, 2.33328, 1.05931], [2.71377, 1.11956, 1.05508], [2.98403, -0.17937, -0.09861], [-1.85788, 1.84708, -1.29493], [-2.97998, 1.13146, -0.19580], [-1.77717, 0.22360, -0.89188], [-0.80347, -3.39286, 0.31601], [-2.20493, -4.10888, -0.22296], [-1.80877, -3.25716, 0.08999], [1.49434, -3.17133, -0.00092], [1.42017, -4.50218, 0.84435], [1.00812, -3.62731, 0.70045], [1.08419, 4.78012, -3.20143], [2.11050, 3.66361, -3.68288], [1.40183, 3.90123, -2.99670], [-1.25168, -1.15108, -2.33853], [-1.97662, -2.00455, -1.26731], [-2.05568, -1.24698, -1.92103], [-2.68039, -2.02847, 1.07024], [-3.93146, -1.71050, 1.91648], [-3.11561, -1.29917, 1.54960], [1.73275, -1.55814, -1.44328], [2.38888, -2.76769, -2.15782], [2.24241, -2.35160, -1.27806], [3.89567, -0.27265, 3.39959], [2.50862, -0.74441, 2.85506], [3.22890, -0.03929, 2.75878], [1.06807, -2.45340, 1.97888], [0.77136, -2.20188, 3.54037], [1.11212, -1.78541, 2.70815], [-0.13274, 1.17763, -2.66218], [-0.01136, 2.74550, -3.03200], [-0.65638, 1.97852, -2.85882]], "charge": 2, "energy_ev": -28058.051, "spin_multiplicity": 2, "e_homo_ev": [-16.4, -16.4], "homo_lumo_gap_ev": [9.29, 3.64], "lumo_energy_ev": [-7.12, -12.77]}

=====

{"formula": "C4H29N2O9", "method": "ωB97M-V/def2-TZVPD", "symbols": ["C", "C", "C", "N", "C", "N", "H", "H", "H", "H", "H", "H", "H", "H", "H", "H", "H", "H", "H", "O", "H", "H", "O", "H", "H", "O", "H", "H", "O", "H", "H", "O", "H", "H", "O", "H", "H", "O", "H", "H", "O", "H", "H", "O"], "xyz": [[0.55923, 1.70135, 2.54591], [1.70461, 2.11176, 1.63313], [2.12555, 1.15426, 0.47976], [-0.42059, -0.40936, 0.49047], [-0.00646, 0.31474, -0.56107], [1.04529, 1.08083, -0.57004], [-0.33485, 1.53136, 1.98184], [0.52087, 0.79690, 3.15796], [0.27296, 2.49955, 3.27121], [2.67751, 2.25649, 2.10673], [1.50092, 3.15762, 1.29507], [2.46364, 0.21530, 1.02774], [2.96201, 1.44880, -0.15629], [-1.39857, -0.68357, 0.39821], [0.33483, -0.57562, 1.16961], [-0.74444, 0.47542, -1.34478], [1.38171, 1.68878, -1.29072], [-3.95226, 2.38502, 0.02571], [-2.41767, 2.55114, 0.44877], [-3.08318, 1.97400, 0.06125], [-0.90558, 0.72112, -4.44686], [-1.71353, 0.80961, -3.19850], [-0.80175, 0.95299, -3.51254], [3.68525, 0.53749, -1.79030], [3.22740, 0.52357, -3.27023], [3.18126, 1.02037, -2.44924], [-2.92379, 0.28377, 2.67777], [-2.28169, -1.03991, 2.72114], [-2.29459, -0.24194, 2.16487], [0.57607, -2.57531, 0.27960], [0.79665, -3.92293, 1.14648], [0.58180, -2.98491, 1.14975], [-2.77816, 0.48697, -0.49337], [-3.48444, -1.00782, -0.60849], [-2.94154, -0.33456, -1.02344], [3.19749, -1.67721, 2.73278], [1.69245, -2.33030, 2.59535], [2.26458, -1.52300, 2.56889], [0.03121, -2.52305, -2.17587], [1.01985, -1.36443, -2.25985], [0.97993, -2.32309, -2.21488], [-2.02986, -1.85241, -1.69799], [-2.48894, -2.99084, -2.54713], [-1.78121, -2.31897, -2.51840]], "charge": 1, "energy_ev": -26020.291, "e_homo_ev": -13.4, "homo_lumo_gap_ev": 10.80, "lumo_energy_ev": -2.63}

=====

{"formula": "C4H29NO11", "method": "ωB97M-V/def2-TZVPD", "symbols": ["C", "C", "C", "O", "N", "C", "H", "H", "H", "H", "H", "H", "H", "H", "H", "O", "H", "H", "O", "H", "H", "O", "H", "H", "O", "H", "H", "O", "H", "H", "O", "H", "H", "O", "H", "H", "O", "H", "H", "O", "H", "H", "O", "H", "H"], "xyz": [[0.39957, -0.98563, -2.39779], [-0.50442, -1.14693, -1.16283], [-0.96184, 0.28338, -0.88005], [-0.30947, 0.95359, -0.11928], [-2.13517, 0.71529, -1.47939], [-2.49413, 2.11587, -1.43559], [0.77147, -1.99228, -2.58878], [0.03071, -0.59580, -3.26547], [1.35348, -0.43846, -2.16801], [0.13160, -1.52065, -0.27929], [-1.36831, -1.82085, -1.45580], [-2.44904, 0.17806, -2.25268], [-1.83090, 2.77262, -1.99774], [-2.47619, 2.45456, -0.40418], [-3.60781, 2.15831, -1.87790], [2.33287, 1.02425, 0.38105], [2.04364, 0.24937, 0.91941], [1.64651, 1.24423, -0.29759], [-2.27458, -2.53595, 0.48140], [-2.84881, -3.24752, 0.91970], [-1.78129, -2.56745, 1.37052], [-0.07359, 2.42084, -3.80625], [0.06679, 2.96097, -3.01246], [-0.76660, 1.82420, -3.50273], [-0.28600, 2.13422, 2.04736], [-0.63828, 1.46859, 1.42372], [0.32559, 2.72887, 1.61970], [1.16966, 3.87703, 1.07443], [1.32242, 4.66694, 1.55757], [1.86652, 3.62074, 0.50164], [2.10251, -4.01504, -1.47976], [1.25403, -4.04697, -1.95008], [1.91452, -3.74525, -0.58801], [-0.60600, -4.14657, -0.94768], [-1.45359, -4.46932, -1.10155], [-0.43186, -3.39172, -0.37238], [0.50987, 0.31366, 3.76916], [0.45587, 0.41234, 4.73777], [0.08516, 1.08464, 3.30914], [0.52758, -1.84391, 1.95082], [0.76573, -2.43877, 2.62433], [0.18249, -1.00152, 2.20119], [3.04615, 1.33313, 3.46355], [2.23933, 1.53997, 3.94591], [2.75383, 1.41491, 2.52490]], "charge": 0, "energy_ev": -28630.196, "smiles": "CCC(=O)NC.O.O.O.O.O.O.O.O.O.O", "e_homo_ev": -10.2, "homo_lumo_gap_ev": 10.17, "lumo_energy_ev": 0.00}

=====

{"formula": "C4H2AgO2", "method": "ωB97M-V/def2-TZVPD", "symbols": ["O", "C", "C", "C", "H", "H", "O", "C", "Ag"], "xyz": [[3.09972, 0.46637, 0.45318], [2.01386, 0.58485, 0.11043], [0.70889, 0.81021, -0.23347], [-0.10025, 1.40476, 0.66828], [-1.14350, 1.09890, 0.78284], [0.15679, 2.48132, 0.81037], [-1.89364, -2.54936, -0.59337], [-2.55931, -3.27945, -0.04235], [-0.28257, -1.01760, -1.95590]], "charge": 1, "energy_ev": -12263.250, "e_homo_ev": -13.7, "homo_lumo_gap_ev": 7.91, "lumo_energy_ev": -5.74}

=====

The highest charge belongs to which entry?
C4H29N2O10

=====

Which of these has the highest charge?
C4H29N2O10

=====

Repeat the sixth record exactly.
{"formula": "C4H2AgO2", "method": "ωB97M-V/def2-TZVPD", "symbols": ["O", "C", "C", "C", "H", "H", "O", "C", "Ag"], "xyz": [[3.09972, 0.46637, 0.45318], [2.01386, 0.58485, 0.11043], [0.70889, 0.81021, -0.23347], [-0.10025, 1.40476, 0.66828], [-1.14350, 1.09890, 0.78284], [0.15679, 2.48132, 0.81037], [-1.89364, -2.54936, -0.59337], [-2.55931, -3.27945, -0.04235], [-0.28257, -1.01760, -1.95590]], "charge": 1, "energy_ev": -12263.250, "e_homo_ev": -13.7, "homo_lumo_gap_ev": 7.91, "lumo_energy_ev": -5.74}